Record 1
{"formula": "C19H20N2O5", "method": "wB97M-V/def2-TZVPD", "smiles": "COc1ccc(C(=O)NCC(=O)NC[C@H]2COc3ccccc3O2)cc1", "total_charge": 0, "spin_multiplicity": 1, "e_homo_ev": -8.299, "species": ["C", "H", "O", "C", "C", "C", "C", "C", "C", "H", "H", "C", "O", "N", "H", "C", "H", "H", "C", "O", "N", "C", "H", "H", "C", "C", "H", "O", "C", "C", "C", "C", "C", "C", "O", "H", "H", "H", "H", "H", "H", "H", "H", "H", "H", "H"], "positions_angstrom": [[-5.074, -1.148, -0.478], [-6.036, -0.674, -0.286], [-4.214, -0.686, 0.536], [-2.920, -1.084, 0.527], [-2.363, -1.973, -0.389], [-1.018, -2.283, -0.327], [-0.203, -1.730, 0.653], [-0.779, -0.879, 1.598], [-2.111, -0.551, 1.535], [-2.558, 0.121, 2.249], [-0.154, -0.478, 2.382], [1.258, -1.957, 0.738], [1.880, -1.819, 1.785], [1.872, -2.308, -0.420], [1.371, -2.168, -1.283], [3.320, -2.351, -0.530], [3.593, -2.937, -1.408], [3.722, -2.810, 0.375], [3.818, -0.905, -0.678], [4.148, -0.424, -1.738], [3.799, -0.240, 0.502], [3.630, 1.192, 0.536], [3.994, 1.591, -0.413], [4.197, 1.619, 1.367], [2.138, 1.510, 0.701], [1.825, 3.002, 0.821], [2.337, 3.448, 1.675], [0.445, 3.185, 1.042], [-0.338, 2.467, 0.172], [-1.677, 2.808, 0.040], [-2.478, 2.147, -0.871], [-1.939, 1.157, -1.676], [-0.616, 0.789, -1.531], [0.186, 1.418, -0.589], [1.473, 0.979, -0.432], [-0.178, 0.014, -2.140], [-2.550, 0.665, -2.417], [-3.518, 2.419, -0.964], [-2.064, 3.603, 0.657], [2.133, 3.510, -0.103], [1.757, 1.006, 1.605], [3.389, -0.742, 1.288], [-0.616, -2.989, -1.041], [-2.968, -2.425, -1.159], [-5.195, -2.235, -0.440], [-4.717, -0.854, -1.469]], "forces_ev_per_a": [[-0.146, -0.087, -0.154], [0.051, -0.057, -0.054], [0.229, 0.087, 0.211], [0.218, -0.075, 0.072], [-0.403, 0.008, -0.058], [0.237, 0.062, 0.248], [-0.283, 0.010, 0.047], [0.045, -0.106, -0.074], [-0.190, -0.040, -0.107], [-0.046, 0.104, 0.089], [0.058, 0.055, 0.053], [-0.055, -0.169, -0.196], [0.014, -0.008, 0.236], [-0.033, -0.188, -0.200], [-0.041, 0.045, 0.107], [0.100, 0.168, 0.007], [0.041, 0.117, 0.104], [-0.015, -0.010, -0.114], [0.166, -0.582, 0.161], [-0.013, 0.103, -0.369], [0.065, 0.113, 0.467], [-0.394, 0.166, -0.134], [0.007, 0.064, 0.137], [-0.026, 0.050, -0.071], [0.338, 0.451, 0.372], [0.440, -0.386, -0.134], [0.013, -0.052, -0.083], [-0.440, -0.071, 0.036], [0.073, 0.009, -0.114], [0.212, -0.017, 0.056], [-0.055, 0.074, 0.006], [0.024, -0.032, -0.073], [0.134, 0.177, 0.112], [-0.099, 0.060, 0.060], [-0.127, 0.003, -0.194], [0.064, -0.116, -0.067], [-0.071, -0.069, -0.060], [-0.107, 0.038, -0.011], [-0.045, 0.122, 0.082], [-0.015, -0.008, 0.084], [0.031, 0.051, -0.109], [0.056, -0.012, -0.241], [0.038, -0.059, -0.077], [-0.083, -0.016, -0.059], [0.023, 0.043, -0.012], [0.006, -0.020, 0.020]], "mulliken_charge": [-0.83, 0.25, -0.45, 0.78, -0.44, -0.50, 0.45, -0.83, -0.60, 0.44, 0.48, 0.05, -0.75, -0.10, 0.31, -0.96, 0.44, 0.37, 0.73, -0.64, -0.20, -1.33, 0.44, 0.32, 0.81, -0.87, 0.39, -0.48, 0.52, -0.72, -0.52, -0.60, -0.36, 0.25, -0.16, 0.45, 0.49, 0.41, 0.46, 0.33, 0.13, 0.42, 0.56, 0.44, 0.35, 0.28]}

Record 2
{"formula": "C19H20N4O3S", "method": "wB97M-V/def2-TZVPD", "smiles": "CCc1cc2c(C)ccc(C)c2nc1SCC(=O)Nc1c[nH]c(=O)[nH]c1=O", "total_charge": 0, "spin_multiplicity": 1, "e_homo_ev": -8.214, "species": ["C", "H", "H", "H", "C", "C", "C", "C", "C", "C", "C", "C", "C", "N", "C", "S", "C", "C", "O", "N", "C", "C", "N", "C", "O", "N", "C", "O", "H", "H", "H", "H", "H", "H", "C", "H", "H", "H", "H", "H", "C", "H", "H", "H", "H", "H", "H"], "positions_angstrom": [[-5.003, -0.215, 1.489], [-5.904, 0.264, 1.866], [-4.519, -0.725, 2.319], [-5.296, -0.951, 0.743], [-4.082, 0.835, 0.883], [-2.817, 0.302, 0.282], [-2.405, -1.001, 0.338], [-1.195, -1.417, -0.268], [-0.704, -2.743, -0.194], [0.462, -3.046, -0.853], [1.135, -2.097, -1.629], [0.689, -0.802, -1.728], [-0.463, -0.438, -0.990], [-0.840, 0.857, -0.974], [-1.928, 1.205, -0.353], [-2.228, 2.942, -0.244], [-0.506, 3.501, -0.428], [0.378, 2.625, 0.445], [0.035, 2.215, 1.531], [1.601, 2.377, -0.095], [2.552, 1.494, 0.401], [2.398, 0.667, 1.459], [3.403, -0.187, 1.827], [4.608, -0.287, 1.179], [5.478, -1.051, 1.513], [4.734, 0.575, 0.106], [3.803, 1.478, -0.359], [4.020, 2.183, -1.325], [5.617, 0.531, -0.393], [3.272, -0.799, 2.620], [1.493, 0.652, 2.044], [1.879, 2.794, -0.976], [-0.495, 4.531, -0.070], [-0.220, 3.461, -1.478], [1.357, 0.186, -2.633], [1.373, -0.202, -3.652], [0.808, 1.122, -2.624], [2.387, 0.368, -2.336], [2.020, -2.396, -2.173], [0.860, -4.050, -0.800], [-1.440, -3.794, 0.582], [-1.561, -3.494, 1.622], [-2.430, -3.961, 0.159], [-0.895, -4.734, 0.556], [-3.004, -1.732, 0.857], [-4.618, 1.388, 0.105], [-3.806, 1.568, 1.649]], "forces_ev_per_a": [[0.098, 0.210, -0.115], [-0.074, -0.026, 0.048], [0.005, -0.098, 0.077], [-0.052, -0.119, -0.016], [-0.108, -0.115, 0.146], [0.069, -0.275, 0.069], [-0.076, 0.288, -0.031], [0.282, 0.238, -0.228], [0.185, -0.171, -0.077], [-0.256, -0.076, 0.182], [-0.031, 0.353, -0.069], [0.169, -0.255, -0.065], [-0.188, -0.575, 0.296], [-0.376, 0.169, -0.217], [0.330, 0.093, -0.294], [-0.031, 0.390, 0.033], [-0.625, -0.275, -0.014], [0.475, 0.401, -0.267], [0.018, -0.155, 0.310], [0.222, 0.274, -0.224], [-0.011, -0.292, 0.455], [-0.171, 0.458, -0.458], [0.104, -0.214, 0.181], [-0.184, -0.032, 0.138], [0.345, -0.236, 0.060], [0.288, -0.027, -0.159], [-0.255, -0.025, 0.247], [-0.007, 0.105, -0.125], [-0.166, -0.010, 0.109], [0.123, 0.081, -0.175], [0.001, 0.003, 0.011], [-0.201, -0.054, 0.109], [0.031, -0.003, -0.005], [0.122, 0.031, 0.082], [0.023, -0.020, 0.008], [0.025, 0.026, -0.073], [0.074, 0.086, -0.066], [0.074, 0.068, -0.034], [0.097, -0.018, -0.080], [-0.004, -0.112, 0.033], [0.027, 0.069, -0.028], [-0.067, -0.052, 0.095], [-0.101, -0.066, 0.040], [-0.007, -0.057, 0.023], [-0.121, -0.080, 0.068], [-0.028, 0.048, 0.058], [-0.046, 0.046, -0.055]], "mulliken_charge": [-1.68, 0.40, 0.37, 0.38, -0.36, -0.07, -0.22, 0.41, 1.40, -0.97, -0.78, 1.21, -0.47, -0.46, 0.09, -0.24, -0.53, 0.22, -0.64, -0.02, -0.11, -0.27, -0.05, 0.23, -0.63, -0.04, 0.37, -0.67, 0.23, 0.23, 0.64, 0.31, 0.46, 0.39, -1.62, 0.51, 0.23, 0.20, 0.46, 0.33, -1.78, 0.38, 0.38, 0.37, 0.55, 0.47, 0.43]}

Record 3
{"formula": "C19H20N4O5", "method": "wB97M-V/def2-TZVPD", "smiles": "CCOc1ccccc1Oc1cn[nH]c1-c1ccc(OCC(=O)NN)cc1O", "total_charge": 0, "spin_multiplicity": 1, "e_homo_ev": -7.675, "species": ["C", "C", "O", "C", "C", "C", "C", "C", "C", "O", "C", "C", "N", "N", "C", "H", "H", "C", "C", "C", "C", "C", "C", "O", "H", "H", "O", "C", "C", "O", "N", "H", "N", "H", "H", "H", "H", "H", "H", "H", "H", "H", "H", "H", "H", "H", "H", "H"], "positions_angstrom": [[-3.478, -0.928, -2.450], [-3.367, 0.585, -2.569], [-2.072, 0.943, -2.134], [-1.613, 2.205, -2.358], [-2.395, 3.272, -2.775], [-1.844, 4.534, -2.934], [-0.505, 4.750, -2.675], [0.293, 3.692, -2.273], [-0.242, 2.423, -2.124], [0.594, 1.428, -1.677], [0.458, 0.189, -2.236], [0.639, -1.040, -1.595], [0.445, -1.967, -2.568], [0.158, -1.438, -3.747], [0.166, -0.129, -3.571], [-0.041, 0.540, -4.383], [0.500, -2.966, -2.447], [0.958, -1.354, -0.220], [1.234, -0.325, 0.679], [1.531, -0.559, 2.008], [1.564, -1.864, 2.480], [1.294, -2.909, 1.602], [0.998, -2.672, 0.272], [0.741, -3.723, -0.564], [0.808, -4.547, -0.066], [1.326, -3.921, 1.982], [1.834, -2.235, 3.771], [2.219, -1.234, 4.683], [1.096, -0.271, 5.070], [1.302, 0.836, 5.527], [-0.139, -0.770, 4.883], [-0.282, -1.726, 4.591], [-1.298, -0.082, 5.292], [-1.684, 0.435, 4.500], [-0.999, 0.608, 5.983], [3.070, -0.649, 4.313], [2.535, -1.768, 5.585], [1.730, 0.278, 2.658], [1.212, 0.690, 0.317], [1.344, 3.831, -2.072], [-0.077, 5.733, -2.790], [-2.476, 5.349, -3.256], [-3.448, 3.128, -2.963], [-3.515, 0.894, -3.612], [-4.126, 1.077, -1.943], [-3.307, -1.230, -1.420], [-2.728, -1.400, -3.079], [-4.467, -1.253, -2.761]], "forces_ev_per_a": [[0.155, 0.409, -0.003], [-0.398, -0.211, -0.100], [0.213, 0.381, 0.177], [0.132, -0.179, 0.102], [-0.096, -0.171, -0.009], [0.038, 0.081, -0.007], [-0.061, 0.081, -0.032], [-0.017, -0.328, 0.045], [-0.286, 0.205, -0.126], [-0.054, -0.029, 0.229], [0.243, -0.940, -0.152], [-0.087, 0.767, -0.411], [0.012, 0.050, 0.189], [-0.161, -0.165, -0.643], [0.246, -0.049, 0.299], [-0.071, 0.119, -0.186], [-0.017, 0.170, -0.061], [0.040, -0.330, 0.302], [-0.027, -0.253, -0.097], [0.129, -0.054, 0.373], [-0.047, -0.069, -0.352], [0.041, 0.029, 0.189], [0.097, 0.424, 0.415], [-0.016, -0.059, -0.055], [-0.008, 0.120, -0.091], [0.010, -0.125, 0.040], [-0.157, -0.168, -0.188], [0.229, 0.283, 0.227], [-0.140, -0.244, -0.228], [0.213, 0.153, 0.125], [-0.449, -0.180, -0.114], [0.125, 0.168, 0.136], [0.013, 0.166, 0.029], [0.280, -0.085, 0.172], [-0.039, -0.174, -0.173], [-0.168, -0.021, 0.043], [-0.020, 0.127, -0.122], [0.033, 0.104, 0.063], [0.002, 0.076, -0.002], [0.122, -0.022, 0.018], [0.042, 0.085, -0.009], [-0.052, 0.069, -0.021], [-0.082, -0.061, -0.004], [0.019, 0.038, 0.116], [0.092, 0.011, -0.123], [-0.021, -0.065, 0.103], [0.058, -0.077, -0.063], [-0.110, -0.055, -0.018]], "mulliken_charge": [-1.32, -0.42, -0.18, 0.84, -0.49, -0.77, -0.56, -0.75, 0.39, -0.44, 1.74, -0.59, 0.56, -1.36, -0.89, 0.59, 0.26, 0.21, -1.07, -0.49, 0.30, -0.83, 1.12, -0.61, 0.34, 0.29, -0.56, -0.43, 0.53, -0.67, 0.20, 0.29, -0.90, 0.24, 0.30, 0.34, 0.33, 0.43, 0.60, 0.46, 0.39, 0.39, 0.40, 0.42, 0.35, 0.30, 0.27, 0.43]}

Record 4
{"formula": "C19H20N4OS2", "method": "wB97M-V/def2-TZVPD", "smiles": "Cn1c(Cc2cccs2)nnc1SCC(=O)N1CCCc2ccccc21", "total_charge": 0, "spin_multiplicity": 1, "e_homo_ev": -8.248, "species": ["C", "N", "C", "N", "N", "C", "S", "C", "C", "O", "N", "C", "C", "C", "C", "C", "C", "C", "C", "C", "H", "H", "H", "H", "H", "H", "H", "H", "H", "H", "H", "H", "C", "C", "C", "C", "C", "S", "H", "H", "H", "H", "H", "H", "H", "H"], "positions_angstrom": [[-0.206, 3.398, -2.060], [-0.693, 2.964, -0.783], [-0.576, 3.582, 0.437], [-1.137, 2.857, 1.359], [-1.637, 1.750, 0.785], [-1.369, 1.816, -0.492], [-1.776, 0.629, -1.698], [-2.843, -0.458, -0.689], [-2.420, -1.923, -0.718], [-3.059, -2.699, -1.399], [-1.357, -2.283, 0.053], [-0.986, -3.645, 0.163], [-1.942, -4.655, 0.138], [-1.559, -5.982, 0.206], [-0.223, -6.322, 0.316], [0.727, -5.319, 0.392], [0.362, -3.985, 0.318], [1.360, -2.883, 0.507], [0.683, -1.850, 1.401], [-0.503, -1.262, 0.653], [-1.091, -0.637, 1.332], [-0.114, -0.620, -0.146], [1.362, -1.039, 1.666], [0.351, -2.334, 2.322], [2.272, -3.269, 0.964], [1.626, -2.427, -0.451], [1.771, -5.569, 0.511], [0.077, -7.358, 0.362], [-2.315, -6.753, 0.178], [-2.986, -4.408, 0.056], [-3.835, -0.409, -1.139], [-2.850, -0.026, 0.310], [0.131, 4.872, 0.645], [1.573, 4.736, 0.272], [2.448, 3.772, 0.668], [3.736, 3.932, 0.109], [3.821, 5.011, -0.707], [2.329, 5.859, -0.812], [4.668, 5.372, -1.257], [4.560, 3.271, 0.310], [2.178, 2.978, 1.342], [-0.335, 5.660, 0.046], [0.027, 5.132, 1.701], [-0.740, 2.858, -2.842], [-0.374, 4.469, -2.175], [0.863, 3.195, -2.151]], "forces_ev_per_a": [[0.303, 0.089, -0.379], [-0.403, -0.372, 0.682], [-0.120, 0.025, -0.079], [0.412, 1.014, 0.646], [-0.325, -0.754, -0.581], [0.001, 0.023, 0.130], [-0.109, -0.187, -0.299], [-0.061, 0.199, -0.189], [-0.165, 0.314, -0.188], [-0.161, -0.003, -0.148], [0.115, -0.195, 0.132], [0.097, -0.543, -0.076], [-0.090, -0.018, 0.054], [0.020, 0.001, 0.024], [0.054, -0.078, 0.011], [-0.080, -0.047, -0.016], [0.006, 0.083, -0.080], [-0.066, 0.038, 0.145], [-0.033, 0.013, -0.208], [0.233, 0.513, 0.406], [0.104, -0.048, -0.162], [-0.045, -0.054, 0.171], [-0.067, 0.050, 0.025], [0.046, 0.016, 0.040], [0.001, -0.024, -0.064], [0.055, 0.048, -0.009], [0.103, -0.006, 0.030], [0.024, -0.094, 0.009], [-0.075, -0.062, -0.010], [-0.018, 0.009, -0.024], [0.130, -0.097, 0.161], [-0.056, -0.057, 0.011], [-0.070, -0.047, 0.035], [0.320, 0.391, -0.262], [-0.227, 0.140, -0.014], [0.160, 0.054, -0.099], [-0.192, 0.269, -0.153], [0.074, -0.522, 0.413], [0.225, 0.021, -0.092], [0.169, -0.088, 0.013], [-0.104, -0.160, 0.131], [-0.040, 0.038, 0.098], [-0.079, 0.027, -0.121], [-0.008, 0.111, -0.011], [-0.008, -0.075, -0.065], [-0.052, 0.049, -0.036]], "mulliken_charge": [-0.92, 0.17, 0.62, -0.98, -0.12, 0.46, -0.29, -0.92, 0.62, -0.65, 0.27, 0.15, -0.56, -0.69, -0.59, -0.81, 0.98, -0.91, -1.01, -0.35, 0.31, 0.29, 0.42, 0.41, 0.40, 0.30, 0.38, 0.38, 0.38, 0.41, 0.44, 0.54, -0.89, 0.18, -0.43, -0.50, -0.42, -0.12, 0.44, 0.41, 0.52, 0.38, 0.30, 0.37, 0.34, 0.29]}

Kohn-Sham gap? In order: 8.94, 8.41, 8.11, 8.63 eV.
Total energy? In order: -33245.9595, -42968.6305, -36223.9677, -49706.2698 eV.
ΔE to the lowest compared entry with this formula, charge and spin? In order: 1.3182, 0.0000, 3.1981, 1.4328 eV.